Entry 1:
98
Properties=species:S:1:pos:R:3:forces:R:3 method="wB97M-V/def2-TZVPD" multiplicity=1 orbital_gap_ev=6.154 homo_energy_ev=-5.90 de_lowest_ev=0.000
Pb 10.5746 11.9000 9.3989 0.467 0.418 0.020
S 7.3076 11.5133 10.3408 -0.126 -0.073 -1.360
P 13.6524 10.4605 7.7424 1.385 -0.207 -0.290
O 7.9725 12.5235 9.3993 -0.925 -0.727 0.694
O 12.7209 9.6224 6.7213 0.994 0.945 -0.146
O 14.9513 9.4276 7.7243 -1.127 0.159 -0.254
O 14.2239 11.5633 6.6730 -0.449 -0.137 0.367
N 11.5197 13.8871 9.8542 -0.683 -0.975 1.114
N 10.5456 11.8964 11.6181 -0.703 -1.349 -1.309
C 7.5835 8.6035 7.4786 -0.188 -1.040 1.757
C 13.3472 10.7614 12.2382 0.890 -0.265 0.692
C 14.4255 14.4092 10.0828 0.686 -0.429 0.787
C 9.8590 15.5614 8.0308 0.655 -2.142 -1.010
C 12.0553 16.2443 7.0105 -1.128 1.101 0.426
C 12.4117 9.5892 12.1337 -0.508 0.022 -0.529
C 8.6473 13.0603 14.6908 -2.388 0.582 0.355
C 8.1516 12.2796 13.4689 0.430 -1.719 0.871
C 9.2757 8.7213 14.0323 -0.842 -0.798 1.223
C 7.5284 9.8049 8.1380 0.049 1.075 -0.813
C 11.3972 15.4867 7.9800 0.253 -0.014 0.657
C 12.1483 14.8140 9.0592 0.506 1.465 -3.312
C 7.5507 7.4924 9.7065 -0.626 2.192 -0.310
C 11.7623 8.7200 7.1239 -3.073 0.722 -0.370
C 11.5356 14.0411 11.2305 -1.322 -1.604 1.644
C 7.4455 9.8948 9.5346 0.409 1.107 -1.041
C 9.4162 16.7072 8.8814 -0.174 1.902 -3.684
C 14.1218 15.8861 8.0624 0.157 -0.477 0.502
C 8.9941 10.9961 13.3270 -0.261 0.301 0.004
C 13.2514 12.5707 6.2925 1.043 0.637 0.323
C 7.5167 8.7906 10.2993 0.486 -2.090 1.486
C 10.9996 9.7750 12.6938 0.272 -0.680 0.044
C 6.6478 12.0003 13.5748 -0.223 -0.262 -1.057
C 15.0193 15.3452 11.1816 0.416 -0.646 -1.807
C 8.5696 9.9094 14.0803 1.039 -0.110 -1.365
C 10.9751 13.0776 12.0669 1.894 3.315 -0.582
C 12.4848 9.0177 10.7314 -0.118 -0.830 -0.384
C 15.4610 13.4883 9.4686 1.939 0.298 -0.883
C 13.3986 16.5123 7.0581 1.276 -1.173 0.162
C 5.4713 11.5502 10.1033 1.069 0.187 1.267
C 7.5134 7.4498 8.3233 0.392 -0.688 -0.741
C 13.5584 15.0401 9.0579 -1.109 1.240 -0.759
C 10.1817 10.8833 12.5242 -0.840 0.566 0.761
C 9.1058 15.5509 6.6384 0.665 1.630 0.718
C 16.2297 9.8453 8.2106 -0.399 -1.844 -0.546
C 10.5077 8.7006 13.4475 0.936 -1.386 -0.614
H 9.4497 14.7057 6.0073 -0.234 0.742 0.183
H 13.2102 13.4145 7.0358 0.023 -0.843 -0.648
H 12.2392 9.6973 9.9352 -0.398 0.579 -0.045
H 13.5193 8.7667 10.5009 0.166 -0.254 0.101
H 14.2516 15.5966 11.8802 -0.357 0.548 0.441
H 13.6136 12.9448 5.3270 -0.322 0.033 0.280
H 11.9371 14.9037 11.7311 0.118 0.505 -0.299
H 16.7429 10.2813 7.3462 0.305 0.221 0.705
H 9.3076 16.5905 6.1935 -0.229 -1.654 0.002
H 7.6261 8.8750 11.3903 -0.267 0.034 -0.374
H 6.2579 11.5051 14.4611 0.393 0.360 0.447
H 12.8335 8.8252 12.7547 0.248 -0.566 0.535
H 15.8725 12.7746 10.1806 -0.134 0.000 0.360
H 7.9986 15.5219 6.7909 0.889 -0.249 -0.006
H 9.6051 14.6105 8.5053 -0.491 0.167 0.253
H 13.9284 17.0412 6.2575 -0.356 0.048 0.460
H 15.5231 16.2000 10.7267 -0.307 0.259 0.151
H 7.5886 10.7078 7.5255 -0.108 0.008 0.422
H 11.0109 8.7523 6.2862 0.367 -0.327 0.967
H 11.8720 8.1166 10.5752 0.112 0.172 0.236
H 5.2122 11.5083 9.0747 -0.098 -0.055 -0.932
H 7.6703 8.5561 6.3938 -0.103 -0.156 0.368
H 11.0030 13.3032 13.1171 -0.028 -0.152 0.404
H 8.2500 14.1263 14.6494 0.988 -1.110 0.027
H 8.3464 16.7175 8.7539 -0.588 0.500 0.421
H 5.1472 12.4778 10.5673 -0.236 -0.007 0.013
H 12.2938 12.0924 6.1767 -0.552 0.055 -0.161
H 6.2766 11.3443 12.7617 0.375 0.388 0.253
H 12.1355 7.7478 7.1936 0.802 -1.652 0.113
H 8.3018 12.8761 12.6206 0.289 0.850 -1.409
H 7.6534 9.9084 14.5935 -1.012 0.294 0.661
H 16.3727 14.0188 9.0745 -0.792 -0.141 0.285
H 6.1795 12.9659 13.4297 -0.551 0.175 0.265
H 16.7290 8.9118 8.5911 -0.219 0.969 -0.548
H 9.6838 16.6322 9.8607 0.796 -0.226 2.758
H 13.8311 13.7314 10.6528 -0.830 -0.475 0.309
H 5.1052 10.6691 10.6538 0.043 0.398 -0.194
H 7.4871 6.4570 7.8835 0.040 0.125 -0.220
H 8.8171 7.8429 14.5444 0.759 0.627 -0.439
H 7.4837 6.6327 10.3534 0.228 -0.232 -0.209
H 8.1232 12.6113 15.5543 0.506 0.153 -0.025
H 11.1074 7.7561 13.4819 -0.471 0.952 0.028
H 15.2007 15.9887 8.0382 0.085 0.053 0.238
H 14.3697 10.4905 11.9381 -0.274 -0.115 -0.130
H 9.8579 17.6782 8.4231 -0.793 -1.365 0.861
H 16.0274 10.4619 9.0490 0.549 1.148 0.728
H 13.0460 11.6062 11.6835 -0.373 0.964 -0.818
H 9.6977 12.9381 14.8219 0.722 0.455 0.144
H 13.4368 11.0816 13.2619 -0.060 0.237 0.582
H 15.7970 14.7828 11.6695 0.251 -0.254 0.518
H 11.4939 16.8929 6.3295 -0.238 -0.723 -0.016
H 11.2141 8.9367 8.0845 0.648 0.193 -0.794
H 15.1150 12.8946 8.6219 -0.373 0.148 0.044

***

Entry 2:
8
Properties=species:S:1:pos:R:3:forces:R:3 method="wB97M-V/def2-TZVPD" multiplicity=1 orbital_gap_ev="8.236 / 9.042" homo_energy_ev="-8.97 / -8.97" de_lowest_ev=3.764
Br 2.3817 1.2338 0.2618 -0.088 -0.039 0.032
Cl 1.5658 -1.7076 0.6721 -0.036 0.206 -0.099
F 1.3090 -0.4567 -1.5358 -0.041 0.068 0.519
C 1.3136 -0.2474 -0.2114 -0.252 -0.197 -0.403
C -1.6242 0.2854 0.2009 0.557 0.145 -0.045
H -1.6728 -0.3440 1.0620 -0.045 -0.258 0.267
H -1.8519 -0.0937 -0.7710 -0.106 -0.192 -0.316
H -1.4212 1.3301 0.3214 0.011 0.267 0.045

***

Entry 3:
84
Properties=species:S:1:pos:R:3:forces:R:3 method="wB97M-V/def2-TZVPD" multiplicity=1 orbital_gap_ev=3.249 total_charge=-2 homo_energy_ev=0.76
O -20.5932 30.1558 -5.5166 0.670 0.636 -0.646
O -24.3844 22.1667 1.2529 0.354 -0.957 -0.136
O -19.8484 29.4954 1.5182 1.418 0.331 -0.561
O -15.0145 26.0663 0.4684 -0.196 -0.557 -0.045
O -18.2836 20.9287 -2.0278 0.837 0.297 -0.060
O -21.9366 25.7317 -2.8199 1.790 -0.435 0.625
O -19.8268 25.9916 -2.0164 -0.947 -0.040 -0.544
O -20.5641 23.9102 -2.6235 0.116 1.316 0.530
O -24.4927 27.6904 -0.0642 0.487 -0.738 0.017
N -24.7335 23.1058 2.1829 -0.253 1.453 -0.848
C -25.0732 29.8601 -0.7336 0.577 0.075 -0.322
C -16.6576 25.3037 2.0087 0.845 -0.848 0.081
C -16.7493 21.9868 -3.5201 -0.415 -0.388 -0.284
C -20.9096 29.1303 1.9261 -1.402 -0.126 0.879
C -26.0076 22.8173 2.7863 -0.003 -0.022 0.180
C -20.9246 29.2710 -4.7779 -1.792 -0.492 1.005
C -16.1883 25.8018 0.6620 0.263 1.420 0.164
C -26.4796 23.9330 3.7383 0.365 0.170 0.747
C -22.9619 22.5727 3.8759 0.148 -0.538 -0.191
C -20.8567 25.1083 -2.4887 -1.344 -0.738 -1.418
C -25.3386 24.4651 4.6070 0.108 -0.363 -0.285
C -24.6094 28.4249 -1.0025 -1.099 0.955 -0.055
C -24.4936 28.0994 -2.4788 0.601 -0.669 0.696
C -22.5377 24.1983 2.0788 0.111 0.383 -1.253
C -21.7442 30.0436 2.8042 -0.480 -0.408 -0.173
C -17.5690 21.8847 -2.2619 -1.097 0.102 0.307
C -23.6443 23.6138 2.9579 0.629 0.304 0.450
C -17.2753 26.2380 -0.2804 0.589 -0.174 -0.292
C -21.5210 27.8026 1.5804 0.376 0.134 -0.626
C -17.6038 23.1366 -1.4116 0.379 -0.400 -0.451
C -25.9823 21.4919 3.5621 -0.092 -0.669 0.507
C -27.0121 22.7141 1.6304 -0.454 -0.966 0.059
C -20.4239 29.1250 -3.3723 1.350 -0.209 -0.592
C -24.1765 24.8309 3.7197 -0.034 0.136 0.265
C -22.0065 28.2805 -5.1678 0.393 -0.715 -0.294
H -17.9386 25.4085 -0.4975 -0.461 0.352 0.142
H -22.9236 25.0257 1.4660 -0.135 -0.009 0.262
H -23.3900 25.3478 4.2869 0.095 -0.208 -0.011
H -18.0005 22.8853 -0.4345 -0.107 0.200 0.118
H -24.5465 25.5310 2.9636 0.138 0.052 -0.048
H -21.1681 28.9646 -2.5998 -0.256 0.053 -0.104
H -25.3728 20.7354 3.0615 -0.184 0.223 -0.511
H -22.9507 21.6027 3.3659 -0.245 0.151 -0.241
H -26.9296 24.7757 3.2072 -0.108 -0.155 -0.195
H -19.7155 29.9233 -3.1481 -0.224 0.048 0.208
H -21.9003 22.8119 4.0000 -0.141 0.127 0.508
H -25.4716 29.9478 0.2712 -0.176 -0.085 0.027
H -21.0564 27.4933 0.6437 -0.029 -0.324 0.058
H -21.2067 30.9448 3.0775 0.007 0.089 -0.053
H -22.1039 23.5483 1.3147 -0.186 -0.483 0.423
H -25.5033 21.5743 4.5476 -0.355 0.272 0.026
H -22.5973 27.8562 1.4232 -0.027 -0.041 0.229
H -27.1961 23.4960 4.4474 -0.399 0.119 -0.394
H -22.6474 30.2563 2.2170 0.112 0.277 0.134
H -16.6229 23.6244 -1.3634 -0.040 -0.186 0.110
H -16.9082 26.1800 2.6069 -0.475 -0.080 -0.067
H -22.9684 28.7944 -5.1283 0.020 0.028 -0.184
H -17.1109 21.2405 -4.2278 0.134 -0.068 0.043
H -23.4820 22.4132 4.8247 0.283 0.183 0.096
H -19.8396 28.1969 -3.4522 0.014 0.052 0.339
H -22.0633 27.3816 -4.5426 0.103 0.269 0.311
H -22.1148 29.5186 3.6880 0.146 -0.031 0.019
H -26.7293 23.3922 0.8307 -0.076 0.162 0.046
H -17.4525 24.5649 1.9249 -0.385 0.393 0.086
H -27.0151 21.6972 1.2221 0.289 0.178 -0.107
H -16.8747 26.6227 -1.2164 0.220 -0.221 -0.035
H -25.7898 30.1517 -1.5026 -0.063 0.196 0.180
H -25.4276 28.3987 -2.9512 0.133 0.109 -0.236
H -15.8316 24.8094 2.5307 0.040 0.131 -0.160
H -17.7803 27.0888 0.1739 -0.470 -0.212 0.244
H -28.0494 22.8631 1.9722 0.163 0.348 0.073
H -15.6977 21.8068 -3.3017 0.113 0.231 -0.063
H -24.2761 27.0453 -2.6488 -0.023 -0.039 0.111
H -24.2083 30.5319 -0.8026 -0.094 -0.015 -0.123
H -23.6324 28.6513 -2.8648 -0.279 0.180 -0.192
H -16.9259 22.9711 -3.9514 0.356 0.111 -0.002
H -21.7268 24.5918 2.7050 -0.084 -0.036 0.038
H -21.8025 27.9100 -6.1758 -0.230 0.342 -0.121
H -27.0069 21.1056 3.6863 0.191 -0.032 0.131
H -25.6207 25.3379 5.2050 -0.258 -0.212 0.166
H -20.3094 26.7892 -2.2953 0.481 0.104 0.640
H -25.0389 23.6316 5.2506 0.019 0.327 0.384
H -18.2718 23.8238 -1.9480 -0.245 -0.129 0.222
H -21.2913 27.0622 2.3476 -0.104 -0.005 0.037

***

Entry 4:
16
Properties=species:S:1:pos:R:3:forces:R:3 method="wB97M-V/def2-TZVPD" multiplicity=1 orbital_gap_ev=8.711 homo_energy_ev=-8.90 de_lowest_ev=1.012 smiles="[H]/N=P/C(C)(C)C"
P 1.8709 0.5717 0.1544 1.447 -2.408 -1.153
N 2.3252 -0.8197 -0.5536 1.361 1.265 1.124
C -0.1879 -0.9916 -0.8194 1.849 0.076 0.374
C -0.4970 -0.0660 1.3475 -2.054 -0.133 1.853
C 0.0908 0.2625 0.0017 -1.808 -0.089 0.639
C -0.8298 1.4303 -0.3754 -0.384 0.808 -1.437
H -1.8952 1.0939 -0.1830 1.146 0.426 -0.624
H -1.2075 -1.2559 -0.7495 -1.295 -0.102 -0.236
H 3.3108 -1.2005 -0.5554 -1.179 1.374 0.177
H 0.4354 -1.8092 -0.3598 -0.883 0.687 -0.939
H 0.1506 -0.7530 -1.8203 -0.161 -0.709 -0.429
H -1.5526 -0.4785 1.0967 1.497 0.968 0.879
H -0.7217 2.3676 0.2273 0.311 -0.826 -0.377
H -0.6697 1.6912 -1.4603 -0.492 -0.068 0.956
H -0.5500 0.7741 2.0799 -0.313 -0.146 -0.822
H -0.0723 -0.8169 1.9691 0.958 -1.123 0.015